{"formula": "C17H35FN3O8P2SSn", "method": "ωB97M-V/def2-TZVPD", "total_energy_ha": -2829.37846, "spin_multiplicity": 1, "total_charge": 1, "elements": ["C", "C", "C", "P", "N", "C", "C", "C", "F", "N", "C", "C", "O", "C", "N", "C", "C", "C", "O", "C", "C", "O", "C", "O", "C", "C", "O", "P", "O", "O", "S", "O", "H", "H", "H", "H", "H", "H", "H", "H", "H", "H", "H", "H", "H", "H", "H", "H", "H", "H", "H", "H", "H", "H", "H", "H", "H", "H", "H", "H", "H", "H", "H", "H", "H", "H", "H", "Sn"], "xyz": [[1.938, -2.299, 4.224], [1.599, -2.129, 2.952], [1.257, -1.804, 1.421], [-0.594, -1.294, 1.077], [-0.982, -2.923, 1.819], [-2.486, -1.292, 0.747], [-3.206, 0.119, 0.755], [-4.806, -0.197, 0.789], [-3.016, 0.933, -0.419], [-0.833, -0.308, 2.521], [0.051, 0.880, 2.690], [-0.741, 2.266, 2.389], [-0.370, -2.319, -0.351], [-0.424, -1.570, -1.595], [-0.073, -2.284, -2.856], [0.034, -3.778, -2.627], [-1.230, -2.158, -3.795], [-1.287, -0.960, -4.884], [-2.221, -2.926, -3.780], [0.278, -0.163, -1.236], [-0.361, 1.113, -2.038], [-0.418, 2.252, -1.138], [0.808, 3.018, -1.171], [1.267, 3.100, 0.194], [2.224, 4.158, 0.388], [3.315, 3.811, 1.546], [3.171, 2.464, 2.068], [2.140, -0.178, -1.552], [3.045, 0.730, -0.404], [2.585, 0.470, -3.083], [2.940, -1.983, -1.532], [-0.218, 0.110, 0.107], [2.074, -2.450, 5.343], [1.907, -0.901, 1.155], [1.599, -2.714, 0.827], [-0.292, -3.628, 1.540], [-1.134, -2.864, 2.829], [-2.790, -1.860, -0.200], [-2.943, -1.899, 1.614], [-3.030, 0.782, 1.659], [-4.988, -1.059, 0.048], [-5.113, -0.625, 1.816], [-5.411, 0.736, 0.552], [-0.838, -0.810, 3.402], [1.074, 0.847, 2.196], [0.280, 0.956, 3.844], [-1.324, 2.159, 1.409], [-1.498, 2.507, 3.224], [-0.041, 3.161, 2.329], [-1.510, -1.230, -1.815], [-0.858, -4.188, -2.027], [0.968, -4.029, -2.004], [0.040, -4.335, -3.635], [-2.394, -0.657, -4.934], [-0.981, -1.356, -5.917], [-0.648, -0.091, -4.524], [-1.428, 0.843, -2.381], [0.210, 1.374, -2.988], [0.531, 4.091, -1.504], [1.594, 2.608, -1.888], [2.728, 4.534, -0.561], [1.631, 5.054, 0.815], [3.195, 4.516, 2.452], [4.392, 3.985, 1.170], [4.055, 2.061, 2.227], [3.962, 0.689, -0.762], [3.148, -0.191, -3.551], [0.451, -0.875, 5.012]], "forces_ev_per_a": [[-1.5351, 0.8275, -3.9636], [1.3129, 0.1176, 2.4374], [2.7171, 0.6528, 2.5977], [-2.5028, -4.1558, -2.9665], [0.4322, 0.5161, 0.8662], [-1.0201, 1.5233, 0.2053], [-2.9019, -0.6144, 0.2886], [0.7767, -0.6834, 0.0727], [0.3043, -1.1053, 1.1464], [1.9563, 1.6336, 0.4214], [-0.2880, 1.8400, 0.2700], [-0.1940, -0.0473, 0.3979], [0.4133, 1.4757, -2.5861], [-1.5254, 0.8421, 0.6792], [-1.0330, -1.3152, -0.0566], [0.2144, -1.3647, 0.8433], [-3.0808, -0.4765, -1.0980], [-0.1758, -0.5514, 1.0638], [3.6165, 2.1716, 0.2049], [-1.9282, 1.8702, -0.0753], [-0.5033, -0.3339, -0.3304], [1.8064, -0.3304, -1.6513], [-0.9406, 1.3048, 0.2548], [0.8654, 0.1865, -1.2161], [-0.2071, 1.1472, 1.3101], [0.6440, 0.4702, 0.2970], [0.7003, 0.1580, -0.1957], [3.7360, -1.2234, -0.5002], [-1.5418, -0.5242, -2.1776], [-1.1041, -0.3270, 2.1458], [-0.4271, 0.6518, 0.0585], [1.5740, -1.5476, 0.0512], [0.8109, -0.8183, -2.1472], [-0.2184, -1.3342, 0.5241], [-0.5836, 1.2082, 0.7634], [-0.4363, 0.2179, 0.5088], [0.0738, -0.5765, -0.2507], [0.6689, 0.8459, 1.2923], [0.5802, 1.2046, -1.3603], [0.3761, -0.8725, -1.2239], [0.0015, 1.5541, 0.8795], [0.5550, 0.8710, -1.4758], [0.7563, -1.2978, 0.2305], [-1.3510, -0.9004, -0.0874], [-1.3712, 0.0458, 0.3287], [0.0865, 0.2821, -0.8302], [1.1063, 0.0784, 1.2724], [1.0898, -0.6696, -1.1816], [-0.7310, -1.4347, -0.0670], [1.3485, -0.2450, 1.0507], [1.2401, 0.7285, -1.0102], [-1.3118, 0.6181, -1.2519], [0.2115, 1.0848, 1.5856], [1.7394, -0.4193, 0.0436], [-0.2274, 0.6171, 1.6696], [-0.6974, -1.1243, -0.8176], [1.5789, 0.4944, 0.9671], [-0.4917, -0.3939, 1.2400], [0.4113, -1.5470, 0.3328], [-0.8827, 0.2436, 0.9936], [-0.5483, -0.8683, 1.0760], [0.8926, -1.1386, -0.8186], [-0.0476, -0.8394, -1.5894], [-1.7158, -0.3312, 0.3325], [-0.9210, 0.7032, -0.3597], [-0.6687, -0.0958, 0.3372], [-0.6230, 0.2435, 0.6867], [-0.8610, 1.0773, -0.4384]]}


{"formula": "C3H6N2S", "method": "ωB97M-V/def2-TZVPD", "total_energy_ha": -625.50602, "spin_multiplicity": 1, "total_charge": 0, "e_above_lowest_ev": 3.1552, "smiles": "C=C/C=N/SN", "elements": ["C", "C", "C", "N", "N", "S", "H", "H", "H", "H", "H", "H"], "xyz": [[0.945, -2.151, 1.011], [0.233, -0.981, 0.920], [0.129, -0.337, -0.372], [-0.620, 0.679, -0.291], [-0.469, 3.291, -1.564], [-0.558, 1.707, -2.048], [1.091, -2.708, 1.964], [1.529, -2.570, 0.153], [-0.462, -0.622, 1.694], [0.640, -0.729, -1.180], [0.342, 3.581, -1.112], [-1.165, 3.849, -1.991]], "forces_ev_per_a": [[0.0104, 0.9564, 0.4678], [0.7802, -3.6084, 0.2602], [-1.6069, 1.3617, 2.5729], [-0.2011, 2.4926, -3.2753], [-1.1713, -2.3425, -0.6120], [0.3824, -1.4787, 2.0668], [-0.4045, 0.5245, -0.7889], [-0.6491, 0.6281, 0.7147], [0.8105, -0.0619, -0.1993], [1.1282, -0.5305, -1.9149], [1.2236, 1.0814, 0.3653], [-0.3025, 0.9771, 0.3427]]}


{"formula": "C3H12N2O", "method": "ωB97M-V/def2-TZVPD", "total_energy_ha": -306.23574, "spin_multiplicity": 1, "total_charge": 0, "e_above_lowest_ev": 0.2233, "smiles": "CCNCN.O", "elements": ["C", "C", "N", "C", "N", "H", "H", "H", "H", "H", "H", "H", "H", "H", "H", "H", "H", "O"], "xyz": [[-1.236, -1.650, 1.332], [-1.107, -0.213, 0.908], [-0.216, -0.052, -0.233], [-0.162, 1.287, -0.771], [0.711, 1.480, -1.885], [-1.353, -2.365, 0.514], [-2.125, -1.735, 1.958], [-0.391, -2.032, 1.911], [-2.057, 0.258, 0.681], [-0.748, 0.407, 1.695], [-0.303, -0.772, -0.935], [0.187, 1.894, 0.063], [-1.168, 1.607, -1.055], [1.665, 1.187, -1.718], [0.374, 1.063, -2.741], [3.197, -0.312, 0.574], [1.908, 0.072, 0.000], [2.823, -0.124, -0.297]], "forces_ev_per_a": [[-0.3342, -0.5420, 0.5007], [0.2857, 0.0097, -1.3442], [0.9936, -0.6400, 0.5221], [-0.1366, -0.0453, 0.0449], [0.1160, 0.1383, -0.3476], [-0.1388, 0.3161, -0.2177], [0.0338, -0.1854, 0.0757], [0.0680, 0.3355, -0.0200], [-0.8222, -0.2485, -0.1952], [0.6293, 0.3532, 0.9373], [-0.3042, 0.0309, -0.0724], [-0.1098, 0.4429, 0.0160], [-0.1395, 0.3533, -0.0587], [-0.0531, -0.0214, 0.0390], [-0.0286, -0.0486, 0.0652], [0.5624, -0.0917, -0.2726], [-0.0847, -0.3808, -0.6524], [-0.5371, 0.2238, 0.9797]]}